No. 1
Below is a 6-piece molecular cluster, C5H20FN10O5 overall at a distorted geometry, with properties calculated with wB97M-V/def2-TZVPD.

Geometry as XYZ:
```
41
Properties=species:S:1:pos:R:3:forces:R:3:lowdin_charge:R:1
F 0.1019 0.0969 0.0332 0.1 0.2 -0.1 -0.4965
C 1.6688 -2.7111 -1.2505 0.9 -4.5 -0.4 -0.7752
O 2.3564 -3.7234 -1.4154 0.0 0.0 0.2 -0.0153
N 2.0674 -1.5010 -1.4023 1.9 4.6 -0.6 0.1683
N 0.3755 -2.7226 -0.9510 -2.5 -0.1 0.6 0.1569
H 1.3893 -0.8029 -1.1322 0.6 0.4 0.1 0.0326
H 3.0136 -1.2093 -1.6014 -0.3 -0.5 0.1 0.1312
H -0.1697 -3.5465 -0.7410 0.4 0.3 -0.1 0.1142
H 0.0065 -1.7849 -0.8841 -1.0 -0.5 0.5 0.0531
C 2.9891 0.3307 1.9366 0.0 -0.2 1.8 -0.7971
O 4.0630 0.4420 2.4457 3.1 0.1 0.7 0.0384
N 2.2279 1.3371 1.5948 -2.3 3.3 -1.6 0.1396
N 2.2865 -0.7848 1.8823 -0.5 -2.7 -0.1 0.1690
H 2.4613 2.3142 1.6991 0.2 -0.5 0.1 0.1224
H 1.3004 1.0608 1.3058 -0.2 0.7 -0.2 0.0493
H 2.7401 -1.6222 2.2186 -0.4 0.1 -0.5 0.1214
H 1.4431 -0.7566 1.3273 -0.1 -0.8 0.0 0.0605
C 2.0368 2.0393 -2.5250 -0.6 1.9 -5.8 -0.8969
O 2.4609 2.6922 -3.4611 1.1 1.2 -1.2 0.0179
N 2.4539 2.0000 -1.3678 6.0 1.9 7.7 0.1837
N 0.9915 1.3361 -2.5656 -5.3 -3.5 -2.1 0.1726
H 3.0762 2.7869 -1.2509 0.4 -0.5 1.2 0.1379
H 2.0025 1.4930 -0.6200 0.5 0.6 0.2 0.0726
H 0.8210 0.9153 -1.6634 -2.0 -0.5 -0.8 0.0527
H 0.4476 1.4309 -3.4113 -0.4 -0.8 0.6 0.1329
C -2.6311 2.3327 0.6151 -5.6 3.2 1.5 -0.8203
O -3.6475 2.9516 0.9680 -0.3 0.2 0.1 -0.0234
N -1.6203 2.2223 1.3724 5.8 -0.9 3.8 0.1852
N -2.5414 1.8237 -0.5560 1.3 -3.4 -5.5 0.1707
H -0.8786 1.5579 1.2030 -0.1 -0.2 -0.6 0.0673
H -1.4512 2.7309 2.2284 -1.0 0.1 -0.3 0.1263
H -1.7315 1.2594 -0.7701 0.4 0.1 0.1 0.0743
H -3.2637 1.6594 -1.2425 -0.4 0.7 0.9 0.1195
C -3.1859 -2.2116 1.3706 -0.1 -3.5 4.0 -0.8336
O -2.8319 -2.9355 2.2903 1.0 -0.6 1.1 0.0075
N -2.4510 -1.3736 0.7758 3.3 3.4 -2.7 0.1925
N -4.4195 -2.2607 0.9848 -4.1 0.3 -2.1 0.1585
H -1.4882 -1.2763 1.0654 0.0 0.3 -0.4 0.1025
H -2.8303 -0.8922 -0.0269 0.8 0.3 0.3 0.1019
H -4.6012 -1.7481 0.1337 -1.0 -0.4 0.3 0.1037
H -5.0382 -2.9500 1.3873 0.2 0.3 -0.4 0.1211
```
Positions in Å, forces in eV/Å.

The total energy is -1226.35746 hartree. Its spin multiplicity is 1. The value obtained for the orbital gap is 9.4 eV. The value obtained for the strongest force on any atom is 0.1936 Eh/bohr. Its charge is -1. The energy above the lowest of the compared OMol25 structures with the same formula, charge and spin is 3.628 eV. Its lowest unoccupied orbital energy is 0.091 hartree. Its HOMO energy is -6.93 eV.

=====

No. 2
Below is one molecule with the formula C6H10ClN at a distorted geometry, with properties calculated with wB97M-V/def2-TZVPD.

Geometry as XYZ:
```
18
Properties=species:S:1:pos:R:3:forces:R:3:lowdin_charge:R:1
C -2.0149 -0.1154 1.1826 0.5 -0.8 -0.2 -0.0736
C -1.4803 0.2856 -0.1900 -1.1 -0.4 1.3 -0.0905
C -0.2876 0.0713 -0.6717 2.2 -0.2 0.3 -0.3234
C 0.1984 0.6231 -1.9876 2.1 -0.1 1.0 -0.5153
Cl 0.4939 -0.7263 -3.1514 0.0 0.0 -0.1 0.5287
C 0.8364 -0.5902 0.0873 -0.1 -1.0 -1.9 -0.3331
C 1.8828 0.2132 0.7227 0.7 -0.5 0.1 -0.1286
N 0.9373 -0.5883 1.4967 0.8 -0.6 2.2 0.0091
H -2.6116 0.6886 1.5853 -0.2 0.3 0.2 0.0587
H -1.1797 -0.3482 1.8806 -0.8 0.2 -0.6 0.0601
H -2.6911 -0.9999 1.1380 0.5 0.5 -0.2 0.0821
H -2.1294 0.8075 -0.8426 -0.9 0.6 -0.5 0.0933
H -0.5074 1.2805 -2.4397 -0.3 0.5 -0.3 0.0551
H 1.2554 1.1196 -1.8242 -2.3 -0.8 -0.5 0.1177
H 1.2101 -1.4998 -0.3997 -0.1 0.3 -0.1 0.1370
H 1.7686 1.2425 0.8775 -0.4 1.4 0.0 0.0904
H 2.9253 -0.0464 0.5965 0.0 -0.5 0.2 0.1058
H 1.3938 -1.4174 1.9399 -0.7 0.8 -0.9 0.1265
```
Positions in Å, forces in eV/Å.

The total energy is -749.49733 hartree. Its spin multiplicity is 1. The value obtained for the orbital gap is 10.4 eV. The value obtained for the strongest force on any atom is 0.0472 Eh/bohr. The energy above the lowest of the compared OMol25 structures with the same formula, charge and spin is 1.609 eV. Its lowest unoccupied orbital energy is 0.036 hartree. Its HOMO energy is -9.43 eV. Its SMILES is C/C=C(/CCl)[C@H]1CN1.

=====

No. 3
Below is C39H34BrF4IN4O4PPtS2 as an isolated structure, with properties calculated with wB97M-V/def2-TZVPD.

Geometry as XYZ:
```
91
Properties=species:S:1:pos:R:3:forces:R:3:lowdin_charge:R:1
Pt -0.4029 0.4682 -0.3447 0.2 0.2 0.3 0.6992
F -6.5213 2.4248 4.2408 0.1 0.0 0.0 0.1614
C -5.5114 1.9248 3.5482 -0.1 0.0 0.0 -0.1288
C -5.0675 0.6412 3.7787 0.0 -0.1 0.1 -0.1277
F -5.6465 -0.1129 4.7035 0.0 0.0 0.0 0.1524
C -4.0102 0.1449 3.0405 0.0 -0.1 0.0 -0.2049
F -3.6509 -1.1052 3.3508 0.0 0.1 0.0 0.1039
C -3.3477 0.8692 2.0433 0.1 0.0 0.1 -0.2541
P -1.9172 -0.0675 1.2783 -0.2 0.0 0.0 0.9161
C -2.8420 -1.5748 0.8290 0.0 0.0 0.0 -0.3854
C -2.4263 -2.8804 1.0724 -0.1 0.0 0.0 -0.1283
C -3.2145 -3.9486 0.6704 0.0 0.0 0.0 -0.0630
C -4.4105 -3.7297 0.0030 0.0 0.0 0.0 -0.0802
C -4.8183 -2.4315 -0.2677 0.0 0.0 0.0 -0.0747
C -4.0402 -1.3616 0.1480 0.0 0.0 0.0 -0.1246
C -0.8921 -0.2214 2.7766 0.0 -0.1 0.0 -0.3716
C -0.8276 -1.3193 3.6276 0.0 0.0 0.0 -0.0793
C -0.0205 -1.2733 4.7578 0.0 0.0 0.0 -0.0588
C 0.7059 -0.1309 5.0568 0.0 0.0 0.0 -0.0642
C 0.6355 0.9741 4.2177 0.0 0.0 0.0 -0.0635
C -0.1504 0.9238 3.0792 0.0 0.0 0.0 -0.1114
C -3.8185 2.1717 1.8451 0.0 0.0 0.0 -0.5666
Br -3.1139 3.3804 0.6017 0.1 0.0 0.0 0.9550
C -4.8791 2.6799 2.5803 -0.1 0.1 0.0 -0.2689
F -5.3238 3.9169 2.3773 0.0 0.0 0.0 0.0844
H -1.4894 -3.0784 1.5662 0.0 0.0 0.0 0.0724
H -2.8888 -4.9588 0.8829 0.0 0.0 0.0 0.1120
H -5.0273 -4.5678 -0.2975 0.0 0.0 0.0 0.1107
H -5.7511 -2.2476 -0.7863 0.0 0.0 0.0 0.1118
H -4.3797 -0.3525 -0.0583 0.0 0.0 0.0 0.0876
H -1.4168 -2.2038 3.4371 0.0 0.0 0.0 0.0929
H 0.0258 -2.1330 5.4136 0.0 0.0 0.0 0.1119
H 1.3255 -0.0986 5.9440 0.0 0.0 0.0 0.1115
H 1.1998 1.8699 4.4433 0.0 0.0 0.0 0.1144
H -0.1924 1.7864 2.4218 0.0 0.0 0.0 0.0918
C 4.6854 -2.5395 2.7176 0.0 0.0 0.0 -0.0393
C 4.6003 -1.1967 2.0454 0.0 0.0 0.0 -0.2547
C 3.3688 -0.6074 1.7834 0.0 0.0 0.0 -0.0398
C 3.2823 0.6210 1.1430 0.0 0.0 0.0 -0.0599
C 4.4468 1.2651 0.7574 0.0 0.0 0.2 -0.2906
C 5.6917 0.6959 1.0100 0.0 0.0 0.1 -0.0460
C 5.7602 -0.5254 1.6523 0.0 0.0 0.0 -0.0256
S 4.3754 2.8008 -0.1032 0.0 0.1 0.2 0.6386
O 2.9996 3.2195 -0.1029 0.0 0.1 0.1 -0.2946
O 5.4157 3.6589 0.3717 0.0 0.0 0.0 -0.2665
N 4.7547 2.4334 -1.6542 -0.1 0.0 -0.1 -0.1238
C 3.9370 1.3989 -2.3011 0.1 0.0 0.0 -0.1962
C 2.6572 1.9628 -2.9232 0.0 0.1 0.0 -0.0675
C 1.4434 1.0841 -2.6930 0.0 0.0 0.2 -0.6211
O 0.6962 0.7311 -3.5959 -0.1 0.2 0.0 -0.0055
O 1.3034 0.7679 -1.4339 0.3 0.0 -0.3 -0.2834
H 3.7992 -2.7363 3.3198 0.0 0.0 0.0 0.0766
H 5.5612 -2.6047 3.3626 0.0 0.0 0.0 0.0829
H 4.7655 -3.3370 1.9762 0.0 0.0 0.0 0.0878
H 2.4606 -1.1168 2.0828 0.0 0.0 0.0 0.0903
H 2.3219 1.0682 0.9223 0.0 0.0 0.0 0.0809
H 6.5982 1.2194 0.7318 0.0 0.0 0.0 0.1195
H 6.7280 -0.9639 1.8639 0.0 0.0 0.0 0.1197
H 5.7558 2.3372 -1.7590 0.0 0.0 0.0 0.1152
H 3.6818 0.6258 -1.5721 0.0 -0.1 0.0 0.1028
H 4.5590 0.9350 -3.0647 0.0 0.0 0.0 0.1268
H 2.7736 2.1710 -3.9849 0.0 0.0 0.0 0.1245
H 2.4284 2.9010 -2.4141 0.0 0.0 0.0 0.1068
I -2.6454 0.9112 -2.6540 -0.3 0.1 -0.3 1.0624
C -1.4925 2.5357 -2.1016 0.2 0.1 0.3 -0.8224
C -1.5223 3.7210 -2.8108 0.0 0.0 0.0 -0.1052
C -0.7210 4.7676 -2.3788 0.0 0.0 0.0 -0.0238
C 0.0817 4.5987 -1.2616 0.0 0.0 0.0 -0.0247
C 0.0548 3.3882 -0.6018 -0.1 0.0 0.0 -0.1594
N -0.7286 2.3796 -1.0071 -0.3 0.3 -0.4 -0.2461
H -2.1523 3.8140 -3.6829 0.0 0.0 0.0 0.1080
H -0.7198 5.7052 -2.9195 0.0 0.0 0.0 0.1232
H 0.7365 5.3804 -0.9042 0.0 0.0 0.0 0.1265
H 0.6829 3.1950 0.2534 0.0 0.0 0.0 0.1036
C 1.5366 -1.8717 -4.9594 0.0 0.0 0.0 0.0173
C 0.4749 -2.1854 -3.9664 0.1 0.1 -0.1 -0.2296
C -0.7812 -2.6535 -4.2619 0.0 0.0 -0.1 0.0591
C -1.6918 -2.8178 -3.2205 -0.1 0.0 0.1 -0.2834
N -1.3789 -2.5441 -1.9462 0.0 -0.1 0.0 0.1530
C -0.1686 -2.1092 -1.6788 0.0 0.0 0.0 -0.6694
S 0.3958 -1.6622 -0.0753 0.0 -0.6 0.2 0.6664
N 0.7408 -1.9577 -2.6687 0.1 -0.1 -0.1 0.1301
C -3.0843 -3.2928 -3.4682 0.0 0.0 0.0 -0.0015
H 1.3173 -2.3340 -5.9178 0.0 0.0 0.0 0.0959
H 2.5118 -2.2147 -4.6124 0.0 0.0 0.0 0.1011
H 1.5727 -0.7857 -5.0812 0.0 -0.1 0.0 0.0895
H -1.0542 -2.8696 -5.2840 0.0 0.0 0.0 0.1341
H 1.6209 -1.5349 -2.3938 0.0 0.0 0.0 0.1421
H -3.2422 -3.5814 -4.5045 0.0 0.0 0.0 0.0873
H -3.7855 -2.4982 -3.2041 0.0 0.0 0.0 0.0834
H -3.3027 -4.1313 -2.8074 0.0 0.0 0.0 0.0912
```
Positions in Å, forces in eV/Å.

The total energy is -6554.64206 hartree. Its spin multiplicity is 1. The value obtained for the orbital gap is 8.1 eV. The value obtained for the strongest force on any atom is 0.0126 Eh/bohr. Its charge is +1. The energy above the lowest of the compared OMol25 structures with the same formula, charge and spin is 0.000 eV. Its lowest unoccupied orbital energy is -0.111 hartree. Its HOMO energy is -11.11 eV.

=====

No. 4
Below is a 2-piece molecular cluster, C2Br3F overall at a distorted geometry, with properties calculated with wB97M-V/def2-TZVPD.

Geometry as XYZ:
```
6
Properties=species:S:1:pos:R:3:forces:R:3:lowdin_charge:R:1
C 0.7757 -0.3537 0.0154 0.2 -0.8 -0.1 -0.8990
C -0.1230 0.5899 -0.1146 -2.0 -0.1 0.4 -0.6847
F 2.0778 -0.0696 0.1618 -0.5 0.2 -0.1 0.0023
Br 0.4458 -2.1952 -0.0540 0.0 0.4 0.1 0.7949
Br -2.9633 -0.3531 0.0357 2.3 0.7 -0.2 -0.0596
Br -0.2130 2.3816 -0.0443 0.0 -0.3 -0.1 0.8460
```
Positions in Å, forces in eV/Å.

The total energy is -7897.96171 hartree. Its spin multiplicity is 1. The value obtained for the orbital gap (spin up / spin down) is 6.6 / 6.6 eV. The value obtained for the strongest force on any atom is 0.0468 Eh/bohr. The energy above the lowest of the compared OMol25 structures with the same formula, charge and spin is 2.835 eV. Its lowest unoccupied orbital energy (spin up / spin down) is -0.125 / -0.125 hartree. Its HOMO energy (spin up / spin down) is -9.98 / -9.98 eV.